Entry 1:
{
  "formula": "C4H4HgNaO",
  "method": "ωB97M-V/def2-TZVPD",
  "homo_lumo_gap_ev": [8.2185, 5.7774],
  "charge": 1,
  "multiplicity": 3,
  "relative_energy_kcal_mol": 0.0,
  "symbols": ["C", "C", "O", "C", "C", "H", "H", "H", "H", "Hg", "Na"],
  "xyz": [[1.0336, 2.0777, -0.5977], [0.1910, 3.0268, -0.4909], [0.1361, -0.7945, 0.2336], [0.6490, -0.0507, 1.3236], [1.6080, 0.2948, 0.2290], [1.0866, -0.6597, 2.1263], [0.0283, 0.7829, 1.6830], [2.6329, 0.0331, 0.5237], [1.7735, 0.0705, -0.8347], [-0.0970, -3.1419, 0.3228], [-1.3996, 0.4766, -0.9569]],
  "forces_ev_per_a": [[0.8, -1.3, 1.9], [0.2, -0.7, -0.1], [-2.2, -1.8, 0.5], [-0.6, 0.2, -1.4], [3.0, 3.8, -1.7], [0.0, 0.3, -0.3], [0.1, -0.4, 0.0], [0.4, 1.1, 0.6], [-1.5, -0.8, 0.4], [-0.3, -0.6, 0.1], [0.2, 0.3, 0.0]],
  "mulliken_charge": [-0.109, -0.242, -0.636, -0.208, -0.305, 0.324, 0.274, 0.351, 0.325, 0.322, 0.904]
}

Entry 2:
{
  "formula": "C6H9FO",
  "method": "ωB97M-V/def2-TZVPD",
  "homo_lumo_gap_ev": 10.5543,
  "smiles": "C=C(F)[C@H](O)C1CC1",
  "relative_energy_kcal_mol": 66.0,
  "symbols": ["C", "C", "C", "C", "C", "C", "O", "F", "H", "H", "H", "H", "H", "H", "H", "H", "H"],
  "xyz": [[-2.6547, -0.2329, 0.6740], [-1.8228, 0.1728, -0.2437], [2.2294, 0.4856, -0.4525], [1.2336, 1.2607, 0.4016], [0.9939, -0.2344, 0.1846], [-0.2473, -0.7358, -0.6150], [-0.3650, -2.1310, -0.5741], [-1.8341, 1.3334, -0.8632], [-3.4145, 0.4755, 0.8554], [-2.6456, -1.1671, 1.2802], [2.2849, 0.6834, -1.4702], [3.1243, 0.2731, 0.1655], [1.5857, 1.7589, 1.2871], [0.6381, 1.9335, -0.0900], [1.1720, -0.8729, 0.9893], [-0.0833, -0.4097, -1.7163], [-0.1945, -2.5932, 0.1871]],
  "forces_ev_per_a": [[-0.5, -0.5, 0.6], [5.1, -3.6, 0.1], [-1.0, -0.9, 3.7], [1.4, -1.6, 0.0], [-0.9, 2.1, -1.4], [-1.0, 2.4, -1.0], [-1.2, 2.0, -3.8], [-0.4, 0.5, -0.3], [-1.2, 0.5, 0.5], [0.4, 0.9, -1.0], [0.2, 0.1, -1.6], [-0.3, 0.0, -1.2], [0.1, -0.7, 0.7], [-1.7, 1.2, -1.5], [0.6, -0.8, 1.3], [-0.5, -0.8, 1.7], [0.8, -0.9, 3.2]],
  "mulliken_charge": [-0.892, 0.480, -0.603, -0.629, -0.074, -0.064, -0.502, -0.242, 0.325, 0.246, 0.315, 0.231, 0.280, 0.257, 0.328, 0.221, 0.324]
}

Entry 3:
{
  "formula": "C2H3NO2",
  "method": "ωB97M-V/def2-TZVPD",
  "homo_lumo_gap_ev": [8.4110, 9.0092],
  "relative_energy_kcal_mol": 220.8,
  "symbols": ["C", "C", "N", "O", "O", "H", "H", "H"],
  "xyz": [[0.2270, -0.3645, 0.8475], [-0.6931, -0.3181, -0.2979], [1.4201, 0.1026, -0.9294], [0.2004, 0.1056, -1.3494], [1.3941, -0.2331, 0.3944], [0.0363, 1.8163, 1.9953], [-1.0547, -1.3059, -0.5456], [-1.5301, 0.1970, -0.1148]],
  "forces_ev_per_a": [[-1.9, -1.2, 2.3], [3.5, -2.1, -0.1], [2.2, 0.4, -2.3], [-1.8, 0.6, -1.3], [0.8, 0.3, 1.2], [0.0, -0.1, 0.0], [0.1, -0.8, 0.0], [-2.9, 2.9, 0.2]],
  "mulliken_charge": [-0.359, -0.064, 0.005, -0.164, -0.001, 0.030, 0.244, 0.309]
}

Entry 4:
{
  "formula": "C3H6N2O",
  "method": "ωB97M-V/def2-TZVPD",
  "homo_lumo_gap_ev": 8.9105,
  "smiles": "C/C=N\\C(N)=O",
  "relative_energy_kcal_mol": 60.6,
  "symbols": ["C", "C", "N", "C", "N", "O", "H", "H", "H", "H", "H", "H"],
  "xyz": [[-1.0139, -1.2715, 0.3101], [1.4467, 0.5620, -0.0447], [0.3628, 1.5111, 0.1846], [-0.3316, -0.4717, -0.7537], [0.9796, -0.3518, -0.9053], [2.5231, 0.6372, 0.5045], [0.2727, 2.2806, -0.4706], [0.2885, 1.8052, 1.1518], [-0.9444, -0.2562, -1.6396], [-1.1280, -2.2960, -0.0579], [-2.0159, -0.8734, 0.4843], [-0.4396, -1.2755, 1.2366]],
  "forces_ev_per_a": [[0.0, 1.0, 0.3], [1.2, -0.2, 1.0], [-0.8, 0.0, 0.8], [1.3, -1.2, -1.6], [-2.1, 0.1, -0.2], [-0.3, 0.3, -0.2], [0.2, -0.2, 0.1], [0.5, 0.5, -0.2], [-0.1, -0.3, 0.0], [0.1, 0.1, -0.1], [0.0, -0.1, 0.0], [0.0, -0.1, -0.1]],
  "mulliken_charge": [-1.002, 0.459, -0.423, 0.309, -0.422, -0.586, 0.216, 0.210, 0.347, 0.309, 0.284, 0.299]
}

Entry 5:
{
  "formula": "H4O2",
  "method": "ωB97M-V/def2-TZVPD",
  "homo_lumo_gap_ev": 12.1152,
  "smiles": "O.O",
  "relative_energy_kcal_mol": 6.2,
  "symbols": ["H", "H", "H", "H", "O", "O"],
  "xyz": [[2.1525, 0.6434, 0.1218], [1.3912, -0.6894, 0.3305], [-1.2301, -0.3711, 0.2806], [-2.1757, 0.7257, -0.0743], [1.8165, -0.1334, -0.3518], [-1.9543, -0.1752, -0.3068]],
  "forces_ev_per_a": [[-0.1, -0.4, -0.1], [0.5, 0.5, -0.5], [0.4, -0.2, 0.2], [-0.2, 0.3, -0.1], [-0.3, -0.1, 0.7], [-0.3, -0.1, -0.1]],
  "mulliken_charge": [0.324, 0.310, 0.299, 0.315, -0.634, -0.615]
}

Entry 6:
{
  "formula": "C14H52N24O14",
  "method": "ωB97M-V/def2-TZVPD",
  "homo_lumo_gap_ev": 1.9231,
  "charge": -2,
  "relative_energy_kcal_mol": 240.5,
  "symbols": ["O", "C", "C", "O", "H", "H", "H", "H", "C", "O", "N", "N", "H", "H", "H", "H", "C", "O", "N", "N", "H", "H", "H", "H", "C", "O", "N", "N", "H", "H", "H", "H", "C", "O", "N", "N", "H", "H", "H", "H", "C", "O", "N", "N", "H", "H", "H", "H", "C", "O", "N", "N", "H", "H", "H", "H", "C", "O", "N", "N", "H", "H", "H", "H", "C", "O", "N", "N", "H", "H", "H", "H", "C", "O", "N", "N", "H", "H", "H", "H", "C", "O", "N", "N", "H", "H", "H", "H", "C", "O", "N", "N", "H", "H", "H", "H", "C", "O", "N", "N", "H", "H", "H", "H"],
  "xyz": [[-14.3691, -13.6809, -11.1487], [-14.7172, -14.7818, -10.2963], [-14.1201, -14.7559, -8.8264], [-12.7684, -14.6594, -8.4228], [-14.5961, -15.7390, -10.8033], [-15.8025, -14.8573, -10.3636], [-14.4135, -15.7033, -8.3742], [-14.5981, -13.9782, -8.2305], [-20.5458, -10.0444, -13.6371], [-20.3066, -9.7550, -14.7454], [-19.8350, -10.7832, -12.8285], [-21.5471, -9.5639, -12.9538], [-19.9894, -10.6798, -11.8357], [-18.9112, -11.0961, -13.0908], [-21.8481, -9.9544, -12.0723], [-22.1801, -9.0401, -13.5411], [-10.2273, -17.4916, -2.9489], [-10.1715, -18.2909, -2.0460], [-10.9377, -17.5950, -3.9933], [-9.4859, -16.4297, -3.0406], [-10.9662, -16.9298, -4.7528], [-11.2483, -18.5208, -4.2511], [-8.6671, -16.3185, -2.4597], [-9.6287, -15.6594, -3.6781], [-5.9159, -16.4814, -7.8244], [-6.0061, -15.3655, -8.2895], [-4.8122, -16.8789, -7.2189], [-6.9353, -17.3696, -7.7291], [-4.0098, -16.3138, -6.9802], [-4.8818, -17.8386, -6.9118], [-6.9061, -18.2928, -7.3204], [-7.8938, -17.0877, -7.8769], [-10.6048, -18.3256, -13.1855], [-10.1307, -17.2265, -13.0940], [-11.5182, -18.7134, -14.0494], [-10.3109, -19.3870, -12.4348], [-11.7160, -18.0009, -14.7373], [-11.9704, -19.6158, -14.0867], [-9.5492, -19.1989, -11.7988], [-10.5383, -20.3461, -12.6550], [-8.7599, -10.3924, -4.8942], [-8.2994, -10.3648, -6.0343], [-8.3960, -9.5519, -4.0128], [-9.5023, -11.3637, -4.5340], [-8.6386, -9.7585, -3.0544], [-7.7265, -8.9007, -4.3972], [-9.9401, -11.9186, -5.2555], [-9.9446, -11.2230, -3.6370], [-22.0079, -17.7955, -11.9633], [-22.4083, -18.8660, -12.3758], [-22.3459, -16.6795, -12.5078], [-21.1270, -17.6039, -11.0251], [-22.2102, -15.8008, -12.0286], [-23.1230, -16.8263, -13.1360], [-21.0482, -16.6977, -10.5862], [-20.6885, -18.4261, -10.6355], [-15.9443, -21.0607, -10.1880], [-16.1757, -22.1991, -10.0236], [-15.6205, -20.3199, -9.2413], [-15.9929, -20.3634, -11.2853], [-15.7406, -20.6836, -8.3068], [-15.1881, -19.4240, -9.4158], [-15.6111, -19.4402, -11.4331], [-16.3663, -20.8423, -12.0924], [-14.8168, -12.9766, -1.9149], [-15.6215, -13.0169, -0.9594], [-14.3365, -14.0296, -2.4377], [-14.4754, -11.9354, -2.6424], [-14.4389, -14.8725, -1.8907], [-14.0958, -14.0534, -3.4183], [-13.9260, -12.0291, -3.4847], [-15.0850, -11.1862, -2.3473], [-21.7806, -13.4708, -6.9176], [-21.3973, -13.2452, -8.0252], [-23.0291, -13.6570, -6.6599], [-20.9894, -13.6106, -5.8623], [-23.2175, -13.8513, -5.6869], [-23.5878, -13.5106, -7.4885], [-19.9807, -13.5605, -5.8490], [-21.4324, -13.6721, -4.9567], [-13.6715, -7.8471, -14.5086], [-12.7346, -8.0766, -13.8584], [-14.6708, -8.7033, -14.7779], [-13.7595, -6.6349, -15.1097], [-15.5497, -8.4553, -15.2092], [-14.6155, -9.5298, -14.2000], [-14.5930, -6.3163, -15.5829], [-12.9467, -6.0421, -15.1987], [-13.8293, -8.2164, -8.3932], [-12.8505, -8.8595, -8.4342], [-14.8496, -8.4328, -9.1352], [-13.9658, -7.1373, -7.6522], [-14.9414, -9.3177, -9.6134], [-15.3381, -7.6144, -9.4694], [-13.6321, -7.2194, -6.7025], [-14.4263, -6.3610, -8.1056], [-15.9520, -14.9724, -17.0467], [-16.3249, -15.2314, -18.1709], [-14.6788, -14.9394, -16.8284], [-16.6880, -14.7090, -16.0314], [-14.0902, -15.1417, -17.6238], [-14.4671, -14.5571, -15.9178], [-16.3414, -14.4995, -15.1061], [-17.6932, -14.6318, -16.0922]],
  "forces_ev_per_a": [[-0.5, -1.5, 0.9], [1.3, 2.9, -1.6], [1.3, -0.3, 0.9], [-0.4, -0.1, -1.2], [1.5, -1.2, -0.2], [-1.2, 0.4, 1.5], [-1.2, -1.0, 0.1], [-1.1, 0.6, -0.2], [0.7, -0.4, 2.0], [0.9, 0.8, -4.8], [3.2, -2.9, 2.0], [-4.4, 2.4, 1.0], [0.3, -0.3, -0.3], [-0.2, 0.0, 0.0], [-0.1, 0.2, -0.5], [-0.3, -0.1, 0.6], [1.4, -0.7, 2.0], [0.2, -1.4, 1.4], [-4.7, -2.1, -5.3], [3.9, 4.7, 1.2], [0.2, -0.1, 0.2], [-0.4, 0.3, 0.3], [-0.5, -0.1, 0.2], [-0.1, -0.5, -0.1], [-1.1, 2.4, -0.1], [-0.5, 0.2, -0.5], [2.1, -2.5, 1.3], [-1.8, -1.2, -0.3], [-0.5, 0.0, -0.5], [0.8, 0.3, 0.4], [0.6, 0.4, 0.0], [0.4, 0.5, -0.4], [0.0, -0.6, 0.3], [0.6, 0.7, 0.0], [-2.4, 0.9, -3.5], [2.2, -1.2, 3.0], [-0.5, -0.4, 0.0], [0.2, 0.5, 0.1], [-0.2, -0.5, 0.1], [0.1, 0.5, 0.0], [2.3, -1.0, -6.1], [0.2, 0.7, -0.6], [1.0, 3.5, 3.6], [-3.6, -3.5, 2.4], [0.7, 0.9, 0.0], [0.0, 0.1, 0.9], [0.0, 0.0, 0.2], [-0.5, -0.7, -0.3], [0.2, -2.4, -0.2], [-0.3, -1.3, -0.2], [-2.6, 3.8, -2.6], [2.4, -0.7, 3.2], [-0.2, -0.1, -0.4], [0.0, 0.8, 0.0], [0.5, -0.5, 0.0], [-0.1, 0.4, 0.3], [-0.1, 0.1, -1.8], [-1.8, -5.6, -0.4], [2.4, 4.6, 7.1], [-0.8, 0.7, -5.7], [0.5, 0.3, -0.2], [-0.3, 0.0, 0.7], [-0.2, -0.2, 0.3], [0.3, 0.2, 0.0], [-3.1, 0.6, 1.9], [1.2, 1.0, -0.3], [2.2, -5.7, -1.2], [-0.6, 3.3, 0.6], [0.0, -0.1, -0.6], [0.2, -0.4, 0.3], [-0.4, 0.6, 0.2], [0.6, 0.8, -1.1], [2.7, 0.1, -0.7], [1.1, 0.7, -2.7], [-3.4, -0.4, 1.0], [1.5, -0.2, 2.9], [-1.4, 0.0, -0.7], [-0.8, -0.2, 0.9], [-0.3, 0.1, -0.6], [0.5, 0.0, -0.1], [-1.9, 1.7, -2.1], [3.8, -1.7, 2.9], [-1.0, -1.3, 0.2], [-1.0, 2.1, -1.4], [0.4, 0.0, 0.2], [-0.4, -0.1, -0.2], [0.3, -0.2, 0.0], [-0.2, -0.4, 0.4], [1.6, 0.0, -0.2], [3.5, -3.0, 1.0], [-4.9, -1.1, -3.6], [-0.1, 3.4, 2.5], [0.3, 0.3, -0.4], [-0.5, -0.7, 0.0], [0.1, 0.9, -0.5], [0.0, 0.1, 1.2], [0.2, -0.7, -3.4], [-1.9, -0.5, -1.9], [3.3, 0.3, 1.6], [-3.9, 1.2, 4.2], [0.2, 0.3, 0.7], [1.5, -0.2, -0.4], [0.3, -0.1, -0.2], [0.4, -0.2, -0.4]],
  "mulliken_charge": [-0.904, -0.207, -0.334, -0.869, -0.013, 0.174, 0.159, 0.158, 0.579, -0.614, -0.396, -0.418, 0.189, 0.237, 0.187, 0.223, 0.630, -0.678, -0.395, -0.381, 0.210, 0.211, 0.186, 0.185, 0.587, -0.603, -0.360, -0.402, 0.202, 0.150, 0.171, 0.251, 0.644, -0.606, -0.398, -0.429, 0.211, 0.166, 0.227, 0.179, 0.578, -0.682, -0.400, -0.396, 0.177, 0.250, 0.287, 0.173, 0.635, -0.676, -0.405, -0.368, 0.196, 0.233, 0.168, 0.214, 0.632, -0.658, -0.383, -0.398, 0.194, 0.190, 0.198, 0.192, 0.628, -0.709, -0.393, -0.420, 0.210, 0.209, 0.234, 0.223, 0.645, -0.637, -0.393, -0.375, 0.164, 0.237, 0.223, 0.129, 0.533, -0.554, -0.406, -0.386, 0.184, 0.270, 0.145, 0.206, 0.574, -0.556, -0.430, -0.388, 0.274, 0.153, 0.199, 0.169, 0.644, -0.712, -0.407, -0.374, 0.211, 0.213, 0.199, 0.203]
}

Entry 7:
{
  "formula": "C4H12",
  "method": "ωB97M-V/def2-TZVPD",
  "homo_lumo_gap_ev": 12.5095,
  "smiles": "CC.CC",
  "relative_energy_kcal_mol": 14.7,
  "symbols": ["C", "C", "H", "H", "H", "H", "H", "H", "C", "C", "H", "H", "H", "H", "H", "H"],
  "xyz": [[0.2130, 0.4363, 1.2214], [0.2116, 1.7826, 1.9884], [0.7004, -0.2421, 1.9422], [-0.7996, 0.0688, 1.1238], [0.8891, 0.5097, 0.3786], [-0.1138, 2.5498, 1.2608], [1.2002, 2.0375, 2.3879], [-0.5034, 1.6856, 2.8257], [0.1997, -1.6500, -1.2516], [-0.5973, -0.5821, -2.0318], [0.6303, -1.0595, -0.4401], [-0.4685, -2.3451, -0.7460], [0.7350, -2.2844, -1.9274], [-1.2091, -0.9448, -2.8480], [-1.2618, -0.0157, -1.3817], [0.1743, 0.0535, -2.5022]],
  "forces_ev_per_a": [[1.3, 0.6, 2.6], [-0.7, -0.2, -0.7], [-0.1, -0.3, -0.5], [0.0, 0.0, -0.9], [-0.6, -0.1, -0.4], [0.1, 0.0, 0.8], [-0.2, 0.0, -0.2], [0.3, 0.4, -0.4], [-2.2, 0.6, 0.4], [0.8, -0.1, -0.3], [1.1, -1.0, -0.6], [-0.3, 0.0, 0.1], [1.2, 0.1, 0.0], [-0.1, -0.4, -0.1], [0.2, 0.2, 0.0], [-0.6, 0.2, 0.3]],
  "mulliken_charge": [-0.832, -1.023, 0.329, 0.366, 0.296, 0.292, 0.291, 0.297, -0.666, -0.866, 0.049, 0.257, 0.357, 0.355, 0.264, 0.236]
}